No. 1
Formula: C6H10O
Source: OMol25
Level of theory: the ωB97M-V functional and the def2-TZVPD basis

Values from the calculation:
Orbital gap ... 10.46 eV
SMILES ... C[C@]12CC[C@H]1CO2
HOMO level ... -9.380 eV
Relative energy (zero: lowest compared OMol25 entry of this formula, charge and spin) ... 1.278 eV

Geometry as XYZ:
```
17
Properties=species:S:1:pos:R:3:nbo_charge:R:1
H -0.27232 -1.84851 0.64324 0.2119
H -0.04688 -0.26916 2.64943 0.1730
H 1.55188 -1.65036 -1.15675 0.2100
H 0.13993 0.04604 -2.15663 0.2047
H -2.01074 1.63097 -0.71296 0.2227
O -0.04731 1.13746 1.07210 -0.5380
H -2.18852 -0.04310 -1.27697 0.2109
H 1.11302 1.32382 -1.38372 0.2166
C -0.43765 0.35559 -0.07747 0.2822
C -1.88553 0.57835 -0.42781 -0.6310
C 0.25006 -0.89915 0.52101 -0.2752
C 0.50714 -0.01190 1.73666 -0.0523
C 1.37712 -0.77192 -0.53134 -0.3997
H 1.56464 0.14087 1.99134 0.1690
H 2.33375 -0.46921 -0.09348 0.2043
H -2.54553 0.37456 0.42107 0.2176
C 0.59694 0.37564 -1.21774 -0.4267
```

***

No. 2
Formula: C18H39N3O6
Source: OMol25
Level of theory: the ωB97M-V functional and the def2-TZVPD basis

Values from the calculation:
Orbital gap ... 8.49 eV
SMILES ... c1cc[nH]c1.c1cc[nH]c1.c1cc[nH]c1.CO.CO.CO.CO.CO.CO
HOMO level ... -7.897 eV
Relative energy (zero: lowest compared OMol25 entry of this formula, charge and spin) ... 0.000 eV

Geometry as XYZ:
```
66
Properties=species:S:1:pos:R:3:nbo_charge:R:1
C -0.08696 3.47183 2.62669 -0.2718
H -0.63239 -0.76303 0.09719 0.1828
C -3.97711 3.11219 0.74255 -0.2938
H 0.68555 0.29787 -2.20115 0.4778
N 4.55084 -3.23724 -0.12656 -0.5071
H 2.64610 4.51840 -1.59733 0.4717
H -3.57668 -3.50828 -2.83603 0.2299
O 1.50854 -4.40052 1.18584 -0.7308
H 0.78330 -2.99226 -0.07691 0.1508
H 4.92773 -2.72737 3.14715 0.2359
C 3.49880 -2.36122 0.10969 -0.0943
H -1.14464 -1.18154 -2.69890 0.1663
O -0.62929 4.01371 3.85028 -0.7180
H -0.96814 0.32627 -3.64462 0.1625
H 5.14185 2.17454 -0.27138 0.1699
H 5.82008 -4.33837 1.14833 0.2024
C -2.85805 -3.00362 -0.67421 -0.3064
C 0.50865 -3.46214 0.86748 -0.2491
C 3.78099 -1.94002 1.40342 -0.3146
O 0.84666 -0.34950 -2.89146 -0.7367
H 0.75248 5.34554 -2.23590 0.1678
C -5.02223 3.05569 -0.15347 -0.0963
H 0.02677 0.02815 1.40384 0.1637
H 0.01438 4.86689 -0.65781 0.1943
H 1.13635 1.58613 -0.03420 0.4913
H -0.71393 2.81107 2.02802 0.1773
H -3.96000 3.43310 1.77364 0.2261
C -3.33920 2.18079 -1.20538 -0.0652
H -1.21237 3.33225 4.19266 0.4625
H -1.92984 -2.46051 -0.77347 0.2139
H -0.36164 -1.16519 -4.31188 0.1820
H 0.52036 4.19114 2.07728 0.1923
H -2.90690 1.53333 -1.95392 0.2039
H -6.07573 3.28115 -0.07791 0.2012
O 2.00762 4.43200 -0.88566 -0.7441
H 4.65276 -3.85089 -0.92226 0.4141
H -0.49062 -3.88505 0.76409 0.1903
H -5.65920 -4.60027 -1.44364 0.2056
H 4.74771 1.45334 1.37374 0.1988
C 4.45193 2.12908 0.57126 -0.2438
C 0.24425 -0.16834 0.35399 -0.2458
O 3.09528 1.73740 0.15527 -0.7780
O 0.31480 1.12436 -0.21698 -0.7657
H 0.61068 2.69042 2.92802 0.1583
H -3.07384 -3.17639 1.53458 0.2136
H 0.45737 -2.63376 1.57406 0.1554
H -5.02450 -4.74422 0.97553 0.4190
H 1.10155 -0.83819 0.28724 0.1760
C -2.89638 2.61423 0.05039 -0.3229
H 4.42517 3.17973 0.86023 0.1737
H 0.43258 3.65741 -1.90544 0.1690
N -4.59510 2.54542 -1.37294 -0.4977
H 2.24986 -3.90887 1.54683 0.4797
C -4.75887 -4.15052 -1.05180 -0.0677
C 5.11936 -3.51830 1.09464 -0.0541
H 2.60689 2.42865 -0.29778 0.4789
C -3.69737 -3.51989 -1.76286 -0.3098
N -4.45990 -4.22535 0.31818 -0.5212
C 4.65365 -2.74479 2.10265 -0.3267
C 0.72343 4.59985 -1.44142 -0.2496
H -1.87017 2.57167 0.38426 0.2239
C -0.50105 -0.62163 -3.37741 -0.2572
H -5.15901 2.39387 -2.19703 0.4163
H 3.14531 -1.16721 1.80971 0.2121
C -3.34164 -3.45964 0.52737 -0.0767
H 2.73337 -2.01351 -0.56826 0.2338
```

***

No. 3
Formula: C6H14N2
Source: OMol25
Level of theory: the ωB97M-V functional and the def2-TZVPD basis

Values from the calculation:
Orbital gap ... 8.66 eV
SMILES ... C/C(=C\N)C[C@H](C)N
HOMO level ... -7.719 eV
Relative energy (zero: lowest compared OMol25 entry of this formula, charge and spin) ... 0.744 eV

Geometry as XYZ:
```
22
Properties=species:S:1:pos:R:3:nbo_charge:R:1
H 1.65064 -1.44863 -0.18507 0.2157
H -1.18009 -1.10344 0.58789 0.1964
H -1.70740 -0.02740 2.63969 0.2051
H -0.35660 0.69524 -4.05166 0.3778
C 0.01574 -0.31953 -0.97852 -0.1231
C -0.70115 -0.14111 0.32650 -0.4177
N -0.14375 -0.02267 -3.37860 -0.8225
C -0.65084 0.18060 2.81590 -0.6209
H -0.29057 -0.52686 3.57048 0.2180
C -0.47569 0.28672 -2.07248 0.0164
N 0.79525 1.56046 1.38155 -0.8401
H -1.58263 0.52115 0.33252 0.2047
H -0.60995 1.12313 3.37988 0.2109
H 0.16068 2.31099 1.64416 0.3525
H 0.95922 -0.50061 1.59706 0.1736
H 1.09364 1.66595 0.41975 0.3619
H 1.70933 -1.27238 -1.89872 0.2024
C 0.17284 0.25188 1.54025 -0.0548
H 0.71209 -0.52456 -3.57677 0.3800
H -1.14810 1.12842 -1.95909 0.1907
C 1.02224 -1.42610 -1.06818 -0.6424
H 0.55511 -2.41127 -1.06657 0.2155
```